The following is a quantum chemistry calculation of a cluster of 6 separate species, C37H33B3F7NO5 in total at a distorted geometry, from OMol25.

Geometry as XYZ:
```
86
Properties=species:S:1:pos:R:3:forces:R:3
H 2.634268 -1.681907 -1.429733 -0.2 0.2 0.7
C -5.918947 -4.463691 -8.920621 0.0 0.0 -0.1
C -6.025626 -4.733530 -6.532324 -0.1 -0.1 0.2
H 4.319680 6.550019 -0.015999 0.0 0.0 0.0
C 2.390809 6.717946 -0.919780 0.3 0.3 -0.4
H 0.806291 4.549045 -0.188920 0.2 -0.7 0.4
H 2.874101 -2.237118 5.134711 0.1 -0.1 0.0
B 1.285311 -0.031301 -0.645884 1.3 -0.2 -0.5
F -1.956880 -0.609232 2.734757 -0.3 0.9 -1.3
C -0.719464 -0.724884 6.819287 0.2 0.1 0.1
C 2.884671 -4.345263 5.541308 -0.1 -0.1 0.0
C 3.623708 -5.424361 6.011621 0.0 0.2 0.0
H -0.418145 -1.384753 4.788504 0.0 0.0 0.0
H -6.368357 -4.583237 -9.899236 0.0 0.0 0.1
H -3.104007 -3.281904 -7.436745 0.0 0.0 0.0
C -1.894146 -0.971623 1.403045 -0.4 -0.1 0.4
H -1.579089 2.150095 -4.317367 0.0 0.0 0.0
F -2.211868 1.955743 1.942444 0.5 -1.3 -0.8
H 4.188492 8.178039 -3.984682 0.0 0.0 0.0
C 3.449047 -3.076164 5.505131 0.0 -0.2 0.1
H 1.472877 1.168080 8.579419 0.0 0.0 -0.1
H 3.181672 -6.412686 6.042995 0.1 0.0 0.0
C -4.772540 -4.158028 -6.428584 -0.2 -0.1 -0.5
C -4.121230 -0.740261 -4.664732 0.1 0.2 0.1
C 1.865339 -1.456517 1.979855 0.3 -0.4 -1.2
C 1.369936 3.560324 1.633443 0.1 0.0 -0.4
H 5.493389 7.477274 -2.002716 -0.1 0.0 0.0
O -0.771281 1.823936 -0.514890 0.7 -1.6 0.9
C 4.415186 7.375136 -2.006301 -0.2 0.0 -0.1
C 2.447441 -1.122382 -0.480425 1.5 -0.8 0.6
C 3.681918 7.766286 -3.119978 0.0 0.0 -0.1
C -2.776278 0.978047 -5.644224 -0.2 -0.3 0.4
C -3.686099 -0.053064 -5.790367 -0.1 -0.1 -0.2
H 0.572093 6.977146 -2.011976 0.0 0.0 0.0
C 1.770538 0.486588 6.567915 0.3 0.1 -0.1
H -4.827334 -1.554164 -4.767322 0.0 0.0 0.0
H -4.048206 -0.312812 -6.777645 0.0 0.0 0.0
C 2.298898 7.630669 -3.127377 0.2 0.0 0.1
H -1.686741 -1.201508 6.919553 0.0 0.0 0.0
H -0.738727 0.083432 8.807016 0.0 0.0 0.0
H -7.587909 -5.323459 -7.878148 0.1 0.0 0.0
C -3.649712 -0.381284 -3.407628 0.0 -0.1 0.1
H 5.206076 -1.900042 5.931692 0.0 0.0 0.0
O -0.048816 -0.409956 -0.936986 0.1 0.5 1.8
F -4.214092 -4.008177 -5.215147 0.0 0.0 0.1
H 1.727698 7.939238 -3.994176 0.0 0.0 0.1
C 1.058013 0.603144 7.753764 -0.1 -0.1 -0.1
C -0.184708 -0.004172 7.880056 -0.1 0.0 0.1
C -2.847646 1.146699 1.060524 0.1 0.5 -0.2
H 1.344486 2.596493 2.188316 0.3 0.7 -0.4
C -2.294840 1.341597 -4.400799 0.2 0.2 0.0
B -0.969667 0.437159 -0.343156 0.4 0.9 -1.8
C 0.909674 3.608609 0.368286 -0.1 -1.2 0.2
O 1.671377 1.324274 -0.513270 -2.6 -1.1 0.3
H 1.866235 -4.494685 5.202396 0.1 0.0 0.0
C -2.739975 0.659823 -3.276612 -0.1 -0.2 -0.2
C -6.603288 -4.881707 -7.786306 0.2 0.1 -0.1
C 4.930840 -5.235687 6.441167 0.1 -0.2 0.1
F 6.742312 -3.781993 6.824421 0.1 0.0 0.0
H 5.525179 -6.065244 6.803365 0.0 0.1 0.0
N -2.174877 0.019978 0.416451 1.8 1.2 3.0
H 2.744749 0.945975 6.454605 0.0 0.0 0.0
F -2.350844 1.640749 -6.734565 0.0 0.0 -0.1
O -3.960952 1.350157 0.801676 -1.7 0.5 -0.2
H 3.419002 -0.619920 -0.209761 -0.9 0.0 -0.3
C -0.013613 -0.833766 5.628694 -0.1 -0.2 -0.3
F 1.912600 -0.337683 4.363954 0.0 0.3 0.3
H 2.791397 -1.100571 2.484804 -1.1 1.5 -1.0
H -4.123175 -3.569565 -9.687917 0.0 0.0 0.1
H -6.540734 -5.061410 -5.638056 0.0 0.0 0.0
C 5.477855 -3.966565 6.404065 -0.5 -0.1 -0.2
C -4.657792 -3.891946 -8.802909 -0.2 -0.1 0.1
H -2.375909 0.941966 -2.297087 -0.1 0.1 -0.1
H 1.831914 4.422070 2.150624 -0.7 -0.4 -0.2
O -1.652517 -2.083644 1.184110 0.6 -1.7 -0.8
C 3.766069 6.852346 -0.896070 0.1 -0.1 0.2
C 4.752260 -2.883311 5.944235 0.1 0.2 0.0
C -4.082375 -3.732764 -7.549199 0.3 0.1 0.0
H 0.857743 -1.310296 2.427253 1.1 -1.8 0.7
H -3.992793 -0.915114 -2.529114 0.0 0.0 0.0
H 1.890537 -3.119463 0.512856 -1.7 1.0 -0.3
F 1.759951 6.205379 0.154028 0.2 0.6 0.1
C 1.224404 -0.228145 5.518194 -0.4 0.1 0.6
C 1.648397 7.098078 -2.022175 -0.3 -0.1 0.0
C 2.030072 -2.034133 0.709013 0.1 0.6 0.1
B 0.576694 2.173557 -0.272646 0.4 2.0 0.0
```
Forces are in eV/Å.

- HOMO energy: -0.287 Eh
- E_tot: -2634.4470 hartree
- 2S+1: 1
- Kohn-Sham gap: 7.66 eV
- SMILES: C=CCB1OB(C=C)OB(N(C(=O)F)C(=O)F)O1.Fc1ccccc1.Fc1ccccc1.Fc1ccccc1.Fc1ccccc1.Fc1ccccc1

***

The following is a quantum chemistry calculation of a structure of composition C37H33BrF5N10O4STi at a distorted geometry, from OMol25.

Geometry as XYZ:
```
92
Properties=species:S:1:pos:R:3:forces:R:3
H 3.275962 -3.640788 0.486923 0.1 0.0 0.0
N -0.000938 2.357012 -0.674577 0.0 0.6 0.7
H 3.141462 2.220412 -2.000677 -0.2 0.1 0.0
N -0.871138 0.724412 1.489623 -0.1 1.1 1.2
C -3.683238 0.449212 -1.066777 -2.0 -0.6 -0.4
C -2.872438 1.814712 4.642423 0.0 -0.1 -0.1
C 5.101662 -2.538788 -1.416877 -0.1 -0.6 -0.2
C -1.840538 2.095412 3.765623 -0.1 -0.2 -0.5
H -1.828538 3.720912 -3.213877 0.2 0.0 0.0
C 1.100962 -1.620288 -1.111777 0.5 -0.2 0.2
H -0.747938 1.641312 -5.177077 0.0 -0.2 0.0
N 1.472862 1.098012 -2.697377 0.5 -0.2 -0.3
C 0.109462 -1.600388 -2.122177 -0.1 -0.4 -0.6
C -1.357938 -2.687188 1.060223 -0.1 -0.1 0.1
H -2.555838 3.556112 8.158823 0.1 0.1 0.0
C -0.968438 3.129312 -2.864577 0.0 0.0 0.3
H -0.784538 0.095012 -4.288277 -0.1 0.0 -0.1
C -1.546738 -2.173588 3.358623 0.0 0.0 -0.2
H 1.228462 -4.236988 -3.917777 0.0 -0.1 -0.1
C -0.743038 2.827112 4.183023 0.0 0.0 0.0
H 2.015062 0.271012 -2.499777 0.0 0.1 -0.1
C 2.038362 -2.679988 -1.000877 -0.4 0.2 -0.5
H -0.600138 -2.569988 -3.905777 -0.1 0.0 0.0
H -0.297038 2.460112 0.301423 0.3 0.5 -0.1
C 4.962362 -3.906388 -1.124077 0.9 1.5 0.9
C -5.210438 -1.403688 -1.583277 -0.2 0.2 -0.1
C -3.956638 -0.920288 -1.260477 0.5 0.2 0.1
H -1.048938 4.277912 7.842823 -0.1 0.0 0.0
C -1.553938 -3.136388 2.357623 0.1 0.2 -0.2
H -0.095638 3.474512 -3.419577 -0.1 0.0 -0.1
O -1.794838 2.972612 1.344823 0.1 0.0 0.3
N -1.142938 1.707212 -3.080277 -0.4 0.2 -0.3
C 6.631662 -3.670588 0.611723 0.1 0.3 0.2
H 1.473862 0.343912 -4.662977 0.1 0.0 0.0
H 1.719762 0.198412 1.556323 -0.1 -0.1 -0.1
N -1.336038 -0.891388 3.114823 0.2 0.0 0.1
N 3.048762 -4.570388 -2.346177 1.0 -1.5 -0.1
H 3.127662 -1.761888 2.074623 0.0 0.0 0.1
H -1.368738 -3.357088 0.208223 0.0 0.0 0.0
H -3.709038 1.245712 4.274923 -0.2 -0.1 0.0
C -6.042938 0.850112 -1.606377 0.0 -0.3 -0.1
F -7.484738 -0.974688 -2.090377 0.1 0.1 0.0
C 5.980262 -1.753388 -0.703677 0.1 0.1 0.2
H 0.165162 3.881112 5.810023 0.1 0.0 0.0
C 6.716662 -2.316688 0.323823 0.2 0.2 0.2
C -0.474638 1.137512 -4.233477 0.1 0.1 0.0
H 1.838462 3.140212 -2.747877 0.1 0.0 0.0
H 5.682762 -5.511988 0.089823 0.0 -0.2 0.0
C -1.735238 3.052112 6.367123 0.0 -0.2 -0.3
S -2.044938 1.723812 2.036823 -0.3 0.9 0.0
F -5.404638 -2.720188 -1.736077 0.0 0.2 0.0
C 1.449562 2.552012 -0.714377 0.4 0.0 -0.3
C -4.781738 1.314212 -1.271177 0.5 -0.1 0.1
C 1.783862 -0.636988 0.861123 -0.3 0.5 -0.1
H -1.763038 3.410612 -0.880677 0.2 0.0 -0.1
Br 7.866862 -1.206788 1.366423 -0.1 -0.2 -0.2
N 4.176862 -4.766088 -1.839677 -0.6 -1.2 -1.0
C 2.705362 -2.766488 0.226223 0.0 0.5 0.8
C -1.134838 -0.548888 1.845023 -0.2 -1.9 0.8
H 1.901262 1.854012 -0.005077 -0.1 0.2 0.0
F -4.558138 2.635012 -1.156177 -0.2 -0.2 0.0
C -0.782538 3.396312 -1.362677 -0.3 0.2 -0.4
O -2.514338 0.890612 -0.759377 -2.1 1.1 -0.5
N -1.173038 -1.398088 0.800023 -0.3 0.3 0.7
C -6.268438 -0.517788 -1.761977 0.3 0.1 0.1
Ti -0.822338 0.352312 -0.557477 1.9 2.2 1.2
C 2.585262 -1.726488 1.143123 0.2 -0.8 -0.5
C -0.682138 3.298712 5.478023 -0.1 -0.1 0.0
C 1.067662 1.177612 -4.084777 -0.4 0.1 -0.1
O -0.796638 -0.660488 -1.993377 0.7 -3.3 -3.3
O -3.324138 1.096712 1.837623 -0.1 0.0 0.6
H -3.630538 2.083312 6.626123 -0.1 -0.1 0.0
H 1.718162 3.578112 -0.417177 -0.1 -0.2 0.1
C 0.155162 -2.568388 -3.134177 -0.5 0.8 0.3
C 1.155762 -3.512188 -3.122877 0.9 -0.1 0.6
H 1.456662 2.094512 -4.542877 0.0 -0.1 0.0
H 4.523962 -2.111088 -2.223377 -0.1 0.1 0.0
H 0.047762 3.037712 3.480323 0.1 0.1 0.0
H 6.070962 -0.699388 -0.923477 0.0 0.0 0.0
H -0.318338 4.380812 -1.216477 0.0 -0.1 0.1
F -2.926138 -1.788688 -1.123677 -0.9 -0.1 -0.1
N -1.685338 3.521512 7.655823 0.1 0.1 0.3
C -2.822238 2.283612 5.938223 0.1 0.1 0.0
C 2.045762 2.282912 -2.105777 0.0 0.1 0.4
H 7.225062 -4.094088 1.406923 0.1 0.0 0.0
H -1.700138 -2.428088 4.399323 -0.1 -0.1 0.0
N 0.997262 -0.582588 -0.222077 1.6 -0.9 0.3
F -7.049138 1.710012 -1.803177 0.1 -0.1 0.0
C 2.146162 -3.585688 -2.117877 -1.4 1.5 0.1
H -2.125438 1.459112 -3.085577 0.1 0.0 0.0
C 5.776262 -4.458888 -0.120577 -0.5 0.0 -0.4
H -1.725838 -4.174788 2.574423 0.0 -0.2 0.0
```
Forces are in eV/Å.

- HOMO energy (alpha / beta): -0.227 / -0.281 Eh
- E_tot: -6599.2868 hartree
- 2S+1: 2
- Kohn-Sham gap (alpha / beta): 5.27 / 6.58 eV
- ⟨S²⟩: 0.793

***

Q: Which value of E_tot does entry 1 give?
A: -2634.4470 hartree

***

Q: The highest 2S+1 belongs to which entry?
A: C37H33BrF5N10O4STi